1.
Entry from OMol25: C47H50AsBF2LuN6OS6 as an isolated structure in a non-equilibrium geometry (ωB97M-V/def2-TZVPD).

Results
LUMO energy: 0.0789 Eh
net charge: -1
energy above the lowest of the compared OMol25 structures with the same formula, charge and spin: 94.3 kcal/mol
energy: -8310.04632 hartree

Cartesian coordinates (Å):
Lu (0.272669, 0.470731, 0.144982)
C (-0.016506, -0.739710, 3.624011)
N (-0.123762, -1.353615, 2.279230)
C (-1.500568, -1.777580, 2.007666)
C (-2.460388, -0.623800, 1.870075)
N (-2.270653, 0.233615, 0.677423)
C (-2.852865, -0.415328, -0.510644)
C (-2.896146, 1.520601, 0.978132)
C (-4.240960, 1.727570, 0.694590)
C (-4.874473, 2.902326, 1.079691)
C (-4.144199, 3.875152, 1.744003)
C (-2.799419, 3.666019, 2.020403)
C (-2.146098, 2.487802, 1.653784)
S (-0.439278, 2.260868, 2.043337)
C (0.802383, -2.474436, 2.284511)
C (0.460355, -3.655299, 2.946049)
C (1.379978, -4.675476, 3.129222)
C (2.677911, -4.499302, 2.665473)
C (3.016165, -3.338696, 1.989994)
C (2.085445, -2.315990, 1.754311)
S (2.589379, -0.931543, 0.788887)
H (-0.435650, -1.415052, 4.383189)
H (-0.513719, 0.223106, 3.650527)
H (1.037928, -0.577192, 3.843418)
H (-1.891458, -2.396006, 2.826208)
H (-1.492629, -2.386254, 1.102003)
H (-2.401504, 0.014457, 2.748407)
H (-3.477339, -1.035100, 1.837411)
H (-3.866328, -0.784283, -0.318944)
H (-2.231866, -1.256648, -0.805650)
H (-2.885115, 0.302182, -1.324348)
H (-4.810863, 0.974549, 0.165697)
H (-5.924931, 3.046771, 0.856884)
H (-4.616115, 4.806821, 2.037110)
H (-2.217856, 4.429299, 2.522626)
H (-0.536707, -3.776153, 3.348630)
H (1.088141, -5.585786, 3.640046)
H (3.423122, -5.272327, 2.814101)
H (4.022958, -3.200513, 1.610694)
F (1.560791, 2.107772, -2.805075)
B (0.795681, 1.295065, -2.050759)
F (0.247946, 0.291059, -2.890368)
S (-5.430141, 1.171023, -5.062337)
C (-4.463210, 2.035282, -3.992242)
S (-2.871020, 1.531418, -3.589853)
C (-2.662040, 2.841345, -2.441483)
N (-3.692240, 3.631962, -2.424196)
N (-4.685075, 3.177195, -3.307754)
C (-5.892505, 3.944156, -3.274101)
C (-6.180733, 4.676904, -2.123740)
C (-7.349528, 5.419243, -2.055758)
C (-8.233958, 5.450963, -3.128961)
C (-7.922654, 4.741822, -4.278454)
C (-6.754710, 3.990660, -4.361713)
S (-1.193843, 2.991062, -1.563642)
H (-5.478292, 4.658634, -1.302522)
H (-7.565558, 5.979243, -1.153576)
H (-9.150224, 6.025723, -3.069513)
H (-8.586848, 4.771734, -5.134575)
H (-6.522057, 3.440445, -5.260743)
O (-0.032433, -1.531577, -0.698742)
As (1.063514, -2.247122, -1.778556)
C (-0.133957, -2.939078, -3.129361)
C (0.028636, -4.200887, -3.694373)
C (-0.886609, -4.664821, -4.632657)
C (-1.973047, -3.878000, -4.996512)
C (-2.147095, -2.626651, -4.418354)
C (-1.230681, -2.156703, -3.487084)
C (2.544506, -1.479065, -2.778595)
C (2.828095, -2.150119, -3.966432)
C (3.887983, -1.740811, -4.764405)
C (4.657764, -0.649188, -4.389182)
C (4.371747, 0.016304, -3.206279)
C (3.324764, -0.396406, -2.394161)
C (1.837009, -3.849350, -1.070447)
C (3.199810, -4.095240, -1.162643)
C (3.707889, -5.311468, -0.721869)
C (2.859893, -6.262501, -0.170389)
C (1.501548, -5.995975, -0.044464)
C (0.988112, -4.790780, -0.497730)
H (0.857761, -4.833864, -3.402309)
H (-0.750258, -5.644537, -5.074898)
H (-2.683858, -4.240108, -5.730344)
H (-2.994615, -2.008587, -4.690373)
H (-1.361798, -1.179333, -3.047734)
H (2.229642, -2.990297, -4.285360)
H (4.102985, -2.274556, -5.681438)
H (5.467774, -0.309536, -5.023946)
H (4.958948, 0.877017, -2.910822)
H (3.127630, 0.142973, -1.480818)
H (3.862494, -3.343608, -1.569803)
H (4.770434, -5.508428, -0.798151)
H (3.259724, -7.208167, 0.176552)
H (0.842383, -6.725298, 0.408810)
H (-0.071717, -4.584655, -0.410744)
C (5.528012, 3.208592, 3.250380)
N (4.678644, 2.279640, 2.508180)
C (3.690859, 1.627849, 3.361074)
C (4.294235, 2.618843, 1.230690)
S (2.715469, 2.577057, 0.721842)
N (5.307504, 3.021247, 0.407035)
C (4.988541, 3.567295, -0.903517)
C (6.654437, 2.473475, 0.520159)
H (4.903946, 3.895172, 3.834323)
H (6.146579, 3.798441, 2.583365)
H (6.176350, 2.662949, 3.939077)
H (4.213133, 1.244129, 4.239433)
H (3.222318, 0.802371, 2.831266)
H (2.910621, 2.329582, 3.675595)
H (4.200844, 4.311732, -0.825711)
H (4.632853, 2.793433, -1.590558)
H (5.892321, 4.029005, -1.303116)
H (6.716252, 1.802446, 1.370060)
H (7.404311, 3.261440, 0.630230)
H (6.889057, 1.905390, -0.384817)

Cartesian forces (eV/Å) of the 6 atoms listed first:
Lu -0.5 -0.2 1.8
C 0.0 -0.1 -0.1
N 0.1 0.0 0.1
C 0.1 -0.1 -0.1
C -0.1 0.1 0.0
N 0.2 0.1 -0.2

***

2.
Entry from OMol25: C47H50FN5O3Pt as an isolated structure in a non-equilibrium geometry (ωB97M-V/def2-TZVPD).

Results
2S+1: 5
LUMO energy (alpha / beta): -0.0016 / -0.1192 Eh
energy above the lowest of the compared OMol25 structures with the same formula, charge and spin: 0.0 kcal/mol
energy: -2539.59911 hartree

Cartesian coordinates (Å):
Pt (0.138649, -0.516617, -0.427690)
C (0.520926, -1.993998, 5.222248)
C (1.167118, -1.947176, 3.834398)
C (2.681392, -1.731125, 3.941052)
C (0.906614, -3.216221, 3.046356)
C (1.319639, -4.426909, 3.580506)
C (1.202130, -5.606229, 2.870923)
C (0.722136, -5.561622, 1.575995)
C (0.270491, -4.377357, 1.008036)
C (-0.254165, -4.430205, -0.401762)
C (-1.383584, -5.454468, -0.537449)
C (0.884613, -4.723059, -1.383764)
C (0.292079, -3.185803, 1.774483)
N (-0.314347, -1.964293, 1.395952)
C (-1.303557, -1.529244, 2.194101)
O (-1.895777, -2.175031, 3.056108)
C (-1.632823, -0.070360, 2.029507)
C (-2.361924, 0.608499, 2.993291)
C (-2.533487, 1.977923, 2.855975)
C (-1.971804, 2.626077, 1.765024)
C (-1.275139, 1.875540, 0.833847)
N (-1.126501, 0.561328, 0.980829)
C (-0.639176, 2.525684, -0.370098)
O (-0.585908, 3.754488, -0.430516)
N (-0.260236, 1.648834, -1.295877)
C (0.372483, 1.929459, -2.512793)
C (-0.363753, 2.076816, -3.719892)
C (0.340376, 2.132047, -4.917265)
C (1.720055, 2.053390, -4.966856)
C (2.439113, 2.004875, -3.786467)
C (1.793747, 1.971474, -2.559766)
C (2.606134, 2.093643, -1.289184)
C (3.893674, 1.271064, -1.295233)
C (2.916846, 3.582821, -1.061327)
C (-1.851314, 2.390644, -3.814918)
C (-2.810527, 1.421304, -3.131835)
C (-2.109679, 3.826728, -3.333876)
H (0.536659, -1.006545, 5.688989)
H (1.059084, -2.681020, 5.878184)
H (-0.514690, -2.326090, 5.145906)
H (0.746115, -1.103847, 3.283941)
H (3.144450, -2.535980, 4.514281)
H (2.901635, -0.781165, 4.435329)
H (3.133811, -1.716386, 2.949327)
H (1.740705, -4.452868, 4.578581)
H (1.493477, -6.548595, 3.317260)
H (0.671215, -6.475350, 0.994415)
H (-0.640158, -3.448183, -0.624297)
H (-0.997030, -6.473488, -0.475049)
H (-1.889735, -5.351656, -1.498488)
H (-2.119432, -5.310588, 0.255244)
H (1.354624, -5.683958, -1.165838)
H (1.648175, -3.946205, -1.322639)
H (0.508439, -4.753756, -2.411217)
H (-2.749857, 0.046808, 3.830932)
H (-3.090291, 2.538110, 3.595628)
H (-2.036288, 3.693533, 1.608929)
H (-0.211360, 2.264590, -5.841636)
H (2.233656, 2.078366, -5.920126)
H (3.521230, 2.008570, -3.823347)
H (2.006458, 1.747042, -0.449635)
H (4.596069, 1.621489, -2.053522)
H (3.671030, 0.217125, -1.477106)
H (4.384842, 1.361664, -0.325370)
H (3.456166, 3.994184, -1.917771)
H (3.531576, 3.711640, -0.166933)
H (1.993117, 4.143915, -0.934432)
H (-2.090421, 2.368521, -4.882536)
H (-2.530444, 1.253900, -2.096002)
H (-2.828587, 0.463606, -3.653091)
H (-3.823196, 1.830407, -3.153138)
H (-2.018442, 3.904912, -2.253823)
H (-3.116235, 4.141303, -3.619848)
H (-1.390462, 4.515520, -3.778493)
O (1.714946, -1.066973, -1.765400)
C (1.703903, -1.136777, -3.045769)
C (2.952641, -1.038472, -3.722354)
C (3.046127, -1.112626, -5.082676)
C (1.893246, -1.260829, -5.864937)
C (0.666827, -1.370199, -5.245802)
C (0.537884, -1.336470, -3.855287)
C (-0.764116, -1.547098, -3.259738)
N (-1.143114, -1.258415, -2.028299)
C (-2.440384, -1.656845, -1.868304)
C (-2.873922, -2.202801, -3.034306)
N (-1.813916, -2.130069, -3.900433)
H (3.834737, -0.905859, -3.109832)
H (4.015702, -1.047725, -5.559497)
H (1.959746, -1.292844, -6.943605)
H (-0.220979, -1.461320, -5.859605)
H (-2.960892, -1.524942, -0.935113)
H (-3.815922, -2.637015, -3.317883)
H (-1.799207, -2.486245, -4.838768)
F (6.836050, 0.627260, 4.468678)
C (5.660993, 0.686595, 3.818097)
C (5.516803, -0.008553, 2.626010)
C (4.307940, 0.032399, 1.973954)
C (3.209462, 0.763459, 2.503305)
C (1.958452, 0.741577, 1.898123)
C (3.424111, 1.489636, 3.707443)
C (4.631368, 1.441356, 4.363080)
H (6.354996, -0.569310, 2.234045)
H (4.170489, -0.500197, 1.040866)
H (1.137566, 1.320251, 2.297797)
H (1.770190, 0.107763, 1.026390)
H (2.608615, 2.071880, 4.118199)
H (4.799936, 1.980159, 5.285851)

Cartesian forces (eV/Å) of the 6 atoms listed first:
Pt -0.4 -0.2 -0.1
C -0.1 0.0 -0.1
C 0.1 -0.2 0.2
C -0.2 -0.2 0.1
C 0.0 0.1 -0.1
C 0.1 0.0 0.1

***

Q: Among the records above, which one has the lowest energy?
A: C47H50AsBF2LuN6OS6